1.
Formula: C49H68BBr2FN7O4Pt
Source: OMol25
Level of theory: ωB97M-V/def2-TZVPD

- Lowest unoccupied orbital energy: -9.50 eV
- Total charge: +3
- Energy relative to the best compared isomer or geometry (same formula, charge and spin): 37.2 kJ/mol
- Frontier orbital gap: 5.29 eV

Structure (XYZ):
```
133
C49H68BBr2FN7O4Pt (ωB97M-V/def2-TZVPD)
Pt 0.269 0.967 -0.137
Br -3.899 1.745 2.130
C -3.840 2.891 0.593
Br -2.550 2.345 -0.739
H -3.561 3.882 0.924
H -4.814 2.880 0.122
F -4.806 -2.619 3.112
C -3.884 -3.121 2.266
C -2.977 -2.250 1.746
C -2.001 -2.687 0.843
C -1.082 -1.740 0.234
O -1.086 -0.544 0.624
C -0.241 -2.259 -0.788
C -0.231 -3.609 -1.018
N -1.013 -4.497 -0.388
C -0.909 -5.904 -0.732
C 0.455 -6.512 -0.822
C -0.446 -6.868 0.320
C -1.971 -4.046 0.514
C -2.910 -4.927 1.062
C -3.906 -4.498 1.930
N -4.852 -5.396 2.448
C -5.918 -4.956 3.360
C -6.770 -6.152 3.778
N -5.872 -7.342 3.942
C -5.312 -7.780 2.603
C -5.247 -6.568 1.679
C 0.600 -1.417 -1.702
O 1.445 -1.931 -2.398
O 0.268 -0.141 -1.799
H -3.038 -1.200 2.003
H 0.441 -4.008 -1.766
H -1.659 -6.229 -1.443
H 1.304 -5.880 -0.602
H 0.622 -7.240 -1.602
H -0.197 -6.460 1.291
H -0.896 -7.851 0.336
H -2.835 -5.967 0.790
H -6.584 -4.212 2.919
H -5.470 -4.514 4.247
H -7.518 -6.430 3.040
H -7.274 -5.954 4.721
H -6.367 -8.115 4.390
H -5.100 -7.088 4.561
H -5.965 -8.555 2.206
H -4.329 -8.202 2.795
H -6.211 -6.402 1.187
H -4.542 -6.789 0.887
C 4.837 0.917 1.760
C 3.640 0.345 0.995
C 2.992 -0.811 1.756
C 4.046 -0.094 -0.391
C 4.862 -1.206 -0.527
C 5.313 -1.620 -1.768
C 4.933 -0.941 -2.907
C 4.122 0.186 -2.847
C 3.677 0.790 -4.167
C 2.945 -0.270 -4.997
C 4.856 1.382 -4.944
C 3.712 0.600 -1.563
N 2.955 1.837 -1.494
B 1.452 2.084 -1.119
N 1.262 3.474 -1.798
C 2.391 3.927 -2.193
C 3.447 2.906 -2.010
C -0.004 4.149 -2.086
C -0.687 3.635 -3.192
C -1.869 4.270 -3.547
C -2.344 5.344 -2.812
C -1.649 5.800 -1.707
C -0.451 5.212 -1.311
C 0.273 5.732 -0.092
C 0.675 7.199 -0.262
C -0.585 5.530 1.160
C -0.138 2.486 -4.013
C 0.607 3.053 -5.224
C -1.211 1.485 -4.432
H 4.526 1.273 2.744
H 5.299 1.749 1.224
H 5.604 0.155 1.906
H 2.888 1.128 0.902
H 3.700 -1.622 1.928
H 2.137 -1.214 1.208
H 2.644 -0.470 2.728
H 5.173 -1.747 0.358
H 5.961 -2.483 -1.848
H 5.264 -1.297 -3.873
H 2.962 1.601 -3.991
H 3.628 -1.062 -5.305
H 2.541 0.174 -5.906
H 2.137 -0.726 -4.426
H 5.593 0.615 -5.179
H 5.373 2.166 -4.384
H 4.510 1.809 -5.886
H 2.517 4.906 -2.642
H 4.482 3.001 -2.314
H -2.425 3.924 -4.407
H -3.265 5.830 -3.105
H -2.038 6.636 -1.140
H 1.187 5.148 0.038
H -0.202 7.847 -0.267
H 1.213 7.367 -1.196
H 1.313 7.518 0.563
H -0.083 5.932 2.042
H -0.786 4.470 1.331
H -1.534 6.060 1.064
H 0.576 1.911 -3.402
H -0.084 3.600 -5.867
H 1.058 2.258 -5.813
H 1.394 3.758 -4.935
H -1.924 1.929 -5.127
H -1.758 1.107 -3.568
H -0.747 0.637 -4.937
C 2.474 3.602 2.165
N 1.726 2.906 3.197
C 1.832 3.523 4.523
C 0.727 2.062 2.842
O 0.282 2.080 1.652
N 0.217 1.240 3.778
C 0.919 0.873 5.007
C -1.072 0.592 3.568
H 3.519 3.667 2.467
H 2.405 3.059 1.226
H 2.091 4.611 2.019
H 2.271 4.510 4.394
H 2.468 2.960 5.204
H 0.847 3.658 4.966
H 0.797 1.598 5.809
H 1.980 0.725 4.815
H 0.503 -0.071 5.352
H -1.394 0.709 2.542
H -1.823 1.027 4.232
H -0.981 -0.471 3.791
```



2.
Formula: C20H14N3O7Pt
Source: OMol25
Level of theory: ωB97M-V/def2-TZVPD

- Lowest unoccupied orbital energy: -4.64 eV
- Total charge: +1
- Energy relative to the best compared isomer or geometry (same formula, charge and spin): 122.9 kJ/mol
- Frontier orbital gap: 6.64 eV

Structure (XYZ):
```
45
C20H14N3O7Pt (ωB97M-V/def2-TZVPD)
Pt -0.072 -0.052 -0.241
O 0.010 3.452 2.618
C -0.190 2.447 1.762
O -0.238 2.573 0.574
C -0.361 1.134 2.522
C -0.590 1.205 3.889
C -0.798 0.043 4.601
C -0.725 -1.158 3.922
C -0.461 -1.180 2.561
N -0.312 -0.037 1.851
C -0.345 -2.517 1.817
O -0.250 -3.619 2.561
O -0.332 -2.594 0.627
H 0.084 4.270 2.103
H -0.619 2.171 4.367
H -1.014 0.069 5.660
H -0.905 -2.071 4.471
H -0.165 -3.457 3.506
N 7.322 0.050 -0.085
C 6.175 0.037 -0.117
C 4.737 0.022 -0.144
C 4.045 0.267 -1.320
C 2.663 0.244 -1.305
N 1.970 -0.007 -0.183
C 2.644 -0.244 0.953
C 4.019 -0.239 1.017
H 4.564 0.472 -2.244
H 2.080 0.418 -2.198
H 2.060 -0.450 1.834
H 4.520 -0.439 1.953
O -3.223 -0.646 -4.670
C -3.386 -0.544 -3.357
C -4.684 -0.690 -2.847
C -4.925 -0.594 -1.499
C -3.883 -0.352 -0.594
C -2.626 -0.218 -1.121
C -2.314 -0.310 -2.476
C -0.945 -0.167 -3.021
O -0.731 -0.170 -4.222
O 0.073 -0.029 -2.189
H -2.265 -0.510 -4.860
H -5.485 -0.876 -3.549
H -5.936 -0.703 -1.130
H -4.068 -0.266 0.467
H -1.850 0.017 -0.348
```



3.
Formula: C12H27AlBr2CaCsF8Li2N3O12S2Si2
Source: OMol25
Level of theory: ωB97M-V/def2-TZVPD

- Lowest unoccupied orbital energy: -4.95 eV
- Total charge: 0
- Frontier orbital gap: 1.28 eV

Structure (XYZ):
```
73
C12H27AlBr2CaCsF8Li2N3O12S2Si2 (ωB97M-V/def2-TZVPD)
C -4.269 -0.195 0.599
C -2.645 -0.253 0.410
C -2.239 1.114 -0.331
C -2.109 -1.445 -0.493
C -1.832 -2.847 0.252
C -3.092 -3.375 1.139
C -0.473 -2.917 1.082
O -0.268 -1.850 2.050
Si 1.182 -1.037 1.635
F 0.918 -0.225 0.281
Br 1.420 0.522 3.239
O 2.450 -2.018 1.560
Si 3.719 -1.347 0.606
C 3.906 0.530 0.708
C 3.565 -1.866 -1.185
N 2.577 -1.007 -1.904
H -4.500 0.793 1.174
H -4.806 -0.111 -0.343
H -4.708 -1.036 1.252
H -2.174 -0.204 1.468
H -1.236 1.447 -0.065
H -2.354 1.007 -1.409
H -2.982 1.864 0.012
H -2.793 -1.562 -1.337
H -1.166 -1.116 -0.942
H -1.735 -3.593 -0.538
H -3.059 -4.464 1.035
H -4.050 -3.064 0.728
H -2.965 -3.162 2.240
H 0.351 -2.907 0.359
H -0.419 -3.868 1.647
H 4.982 -1.908 1.111
H 4.231 0.868 1.695
H 3.032 1.103 0.393
H 4.706 0.799 -0.001
H 3.315 -2.921 -1.338
H 4.557 -1.735 -1.651
H 2.851 -1.000 -2.883
H 2.740 -0.046 -1.616
N 6.932 -2.262 2.809
O 7.228 -1.213 2.146
O 7.096 -3.367 2.286
O 6.488 -2.148 3.949
Cs -2.825 -0.475 2.750
Li 6.855 0.372 1.187
F 0.932 -0.843 5.323
Li -4.119 3.850 1.577
F 3.581 -5.626 4.395
Al 2.712 -4.316 5.007
F 1.037 -4.486 4.348
F 3.323 -2.861 4.497
F 2.578 -4.417 6.687
N 0.576 -1.226 -6.429
S -0.889 -0.777 -6.838
O -1.033 0.576 -7.270
O -1.961 -1.334 -6.071
F -0.996 -1.580 -8.205
S 1.076 -0.550 -5.106
O 2.485 -0.694 -4.912
O 0.260 -0.708 -3.941
F 0.953 1.007 -5.414
C -4.642 8.883 -0.623
C -3.506 7.984 -1.048
O -3.981 6.687 -0.643
C -5.334 6.747 -0.585
O -6.036 5.789 -0.445
O -5.777 8.006 -0.702
H -4.769 9.741 -1.276
H -4.540 9.233 0.406
H -3.351 7.980 -2.127
H -2.567 8.226 -0.558
Ca -0.531 -5.604 4.198
Br 8.119 2.438 -0.009
```



4.
Formula: C20H57N3O10
Source: OMol25
Level of theory: ωB97M-V/def2-TZVPD

- Lowest unoccupied orbital energy: 0.19 eV
- Total charge: 0
- Energy relative to the best compared isomer or geometry (same formula, charge and spin): 65.4 kJ/mol
- Structure (SMILES): COCCNCCOC.COCCNCCOC.COCCNCCOC.CO.CO.O.O
- Frontier orbital gap: 9.03 eV

Structure (XYZ):
```
90
C20H57N3O10 (ωB97M-V/def2-TZVPD)
C 7.486 8.756 7.973
O 7.751 8.792 9.392
C 7.264 10.011 9.903
C 7.629 10.088 11.381
N 9.017 10.489 11.714
C 9.524 11.605 11.037
C 10.910 11.919 11.521
O 11.825 10.806 11.258
C 13.050 11.003 11.914
H 6.595 9.301 7.662
H 7.306 7.749 7.598
H 8.410 9.186 7.586
H 6.175 10.045 9.936
H 7.709 10.808 9.307
H 7.448 9.080 11.754
H 6.910 10.753 11.861
H 9.680 9.771 11.459
H 8.816 12.423 11.174
H 9.587 11.469 9.957
H 10.895 11.967 12.610
H 11.356 12.867 11.222
H 13.775 10.272 11.557
H 12.964 10.811 12.983
H 13.468 11.996 11.744
C 12.810 19.861 12.909
O 12.977 20.437 11.618
C 12.363 19.631 10.583
C 12.112 20.526 9.356
N 13.373 20.713 8.603
C 13.048 21.645 7.481
C 14.314 21.824 6.565
O 15.359 22.535 7.276
C 16.522 22.644 6.454
H 11.749 19.806 13.150
H 13.340 20.568 13.548
H 13.240 18.860 12.964
H 11.377 19.351 10.955
H 12.933 18.761 10.259
H 11.644 21.470 9.636
H 11.453 19.962 8.696
H 13.980 21.188 9.255
H 12.726 22.630 7.818
H 12.194 21.293 6.901
H 14.051 22.479 5.734
H 14.622 20.855 6.171
H 17.333 23.158 6.968
H 16.221 23.246 5.596
H 16.934 21.749 5.989
C 17.763 11.445 12.609
O 16.931 12.012 13.618
C 16.483 13.414 13.357
C 15.470 13.722 14.495
N 14.291 12.832 14.363
C 13.422 13.002 15.544
C 12.566 11.749 15.723
O 13.424 10.586 15.694
C 12.844 9.332 16.006
H 17.179 11.133 11.743
H 18.227 10.596 13.111
H 18.525 12.177 12.345
H 16.050 13.481 12.359
H 17.418 13.957 13.498
H 15.179 14.772 14.459
H 15.977 13.522 15.439
H 14.559 11.858 14.394
H 12.771 13.876 15.531
H 14.067 13.114 16.416
H 11.912 11.719 14.851
H 11.972 11.764 16.637
H 13.545 8.562 16.329
H 12.319 8.902 15.152
H 12.102 9.494 16.787
C 15.496 16.737 10.951
O 16.319 15.754 10.235
H 15.395 16.578 12.025
H 15.952 17.717 10.812
H 14.472 16.813 10.584
H 15.724 15.038 10.000
C 12.354 15.461 12.841
O 13.323 14.548 12.342
H 11.917 16.148 12.116
H 11.574 14.983 13.434
H 12.802 16.066 13.630
H 13.772 14.052 13.030
O 14.804 13.649 9.916
H 14.458 12.952 9.360
H 14.187 13.702 10.646
O 10.484 17.596 14.751
H 10.470 16.874 15.379
H 9.644 17.534 14.296
```



5.
Formula: C9H13ClN2O
Source: OMol25
Level of theory: ωB97M-V/def2-TZVPD

- Lowest unoccupied orbital energy: -0.23 eV
- Total charge: 0
- Energy relative to the best compared isomer or geometry (same formula, charge and spin): 0.0 kJ/mol
- Structure (SMILES): CC(C)[C@]1(Cl)N=CC=C[C@@H]1C(N)=O
- Frontier orbital gap: 8.71 eV

Structure (XYZ):
```
26
C9H13ClN2O (ωB97M-V/def2-TZVPD)
C 2.041 -1.341 0.332
C 0.554 -1.312 0.757
C 0.436 -1.971 2.037
C -0.102 0.127 0.795
Cl 0.622 1.051 2.081
N -1.479 -0.091 1.024
C -2.344 0.763 0.605
C -2.030 1.979 0.030
C -0.777 2.255 -0.441
C 0.104 1.132 -0.714
C -0.440 0.337 -1.956
N 0.497 0.582 -2.955
O -1.549 -0.162 -2.105
H 2.469 -2.345 0.645
H 2.606 -0.605 0.938
H 2.007 -1.124 -0.686
H 0.013 -1.924 -0.115
H 0.926 -1.254 2.781
H 0.847 -2.938 2.232
H -0.594 -1.976 2.374
H -3.386 0.573 0.840
H -2.804 2.829 0.002
H -0.526 3.156 -0.972
H 1.229 1.302 -0.802
H 1.456 0.748 -2.857
H 0.224 0.208 -3.869
```



6.
Formula: C3H6NS
Source: OMol25
Level of theory: ωB97M-V/def2-TZVPD

- Lowest unoccupied orbital energy (spin up / spin down): -6.50 / -6.51 eV
- Total charge: +1
- Energy relative to the best compared isomer or geometry (same formula, charge and spin): 283.1 kJ/mol
- Frontier orbital gap (spin up / spin down): 6.84 / 6.84 eV

Structure (XYZ):
```
11
C3H6NS (ωB97M-V/def2-TZVPD)
C 0.117 -1.100 0.275
C -0.749 -1.852 -0.347
C -0.252 0.303 0.439
N 0.676 1.328 -0.340
S -2.026 0.560 0.025
H 0.984 -1.455 0.689
H -1.255 -2.609 -0.783
H -0.027 0.563 1.415
H 1.546 1.403 0.223
H 0.047 2.085 -0.474
H 0.938 0.774 -1.121
```



7.
Formula: C5H10N3O
Source: OMol25
Level of theory: ωB97M-V/def2-TZVPD

- Lowest unoccupied orbital energy (spin up / spin down): -4.29 / -4.30 eV
- Total charge: +1
- Energy relative to the best compared isomer or geometry (same formula, charge and spin): 608.2 kJ/mol
- Frontier orbital gap (spin up / spin down): 7.68 / 7.68 eV

Structure (XYZ):
```
19
C5H10N3O (ωB97M-V/def2-TZVPD)
C 0.581 0.815 0.719
C -0.767 -1.153 1.023
C -1.140 -0.709 -1.452
C 0.641 -0.415 2.858
C 0.489 0.492 -2.695
N 0.397 1.182 -0.516
N 0.093 -0.197 1.536
N -0.376 0.585 -1.532
O -1.291 -1.232 -0.135
H 1.310 1.547 1.160
H -1.309 -1.676 1.843
H -2.078 -0.767 -1.905
H 1.521 -1.187 2.884
H 1.025 0.518 3.265
H -0.251 -0.754 3.526
H -0.109 0.013 -3.426
H 0.849 1.442 -3.116
H 1.476 0.018 -2.357
H -1.060 1.477 -1.680
```



Taking the records one at a time from the top gives calculated total energy values of -7983.4913 -1580.6068 -9818.1293 -1712.6585 -995.6086 -570.4101 -435.5705 hartree.